No. 1
# C35H49Cl5GeN3O6P2Pd

C35H49Cl5GeN3O6P2Pd as an isolated structure in a non-equilibrium geometry (the ωB97M-V functional and the def2-TZVPD basis, OMol25).

Computed properties:
Relative energy (zero: lowest compared OMol25 entry of this formula, charge and spin) ... 17.7 kcal per mole
Total energy ... -7167.2458 Ha
LUMO level ... -4.18 eV

```
! RIJCOSX wB97M-V def2-TZVPD def2/J DEFGRID3
* xyz 1 1
Pd 1.54685 -0.13649 -0.70394
C 0.32463 -4.25671 -1.40981
C 0.31195 -3.23648 -2.52939
C 0.43156 -3.90355 -3.88345
O -0.95718 -2.48283 -2.52231
P -1.33610 -1.46303 -1.37152
O -0.34839 -1.35217 -0.27082
C -1.67878 0.11553 -2.20816
P -1.49890 1.51736 -1.04725
O -0.31890 1.44953 -0.16544
O -2.88329 1.46405 -0.28712
C -2.93469 1.50034 1.18339
C -4.28591 0.94856 1.57211
C -2.70950 2.91663 1.67672
O -1.42943 2.82144 -1.92658
C -2.44774 3.54132 -2.68818
C -3.19162 4.47981 -1.75912
C -3.38354 2.61378 -3.44178
O -2.71599 -1.94827 -0.81256
C -3.80401 -2.38378 -1.69161
C -5.03394 -1.58154 -1.32539
C -3.98268 -3.87395 -1.50355
H 1.26046 -4.81674 -1.43637
H -0.50122 -4.95984 -1.53982
H 0.22319 -3.77847 -0.43620
H 1.11714 -2.51430 -2.39693
H -0.41914 -4.56650 -4.05416
H 1.34687 -4.49674 -3.91139
H 0.47117 -3.17654 -4.68908
H -2.70184 0.10214 -2.58360
H -0.98700 0.23587 -3.04281
H -2.14435 0.84759 1.55392
H -5.08382 1.57279 1.16356
H -4.37363 0.94167 2.65918
H -4.40873 -0.07076 1.20439
H -3.52129 3.56760 1.34464
H -1.76272 3.30478 1.29698
H -2.68039 2.92613 2.76717
H -1.86092 4.11950 -3.39880
H -3.80576 3.91083 -1.05888
H -3.83671 5.13940 -2.34051
H -2.48468 5.08942 -1.19544
H -3.97368 2.01683 -2.74073
H -2.83217 1.95221 -4.11300
H -4.07162 3.20801 -4.04246
H -3.52068 -2.18110 -2.72820
H -5.39493 -1.87655 -0.33829
H -5.82605 -1.76541 -2.05256
H -4.80957 -0.51276 -1.30677
H -4.20480 -4.08577 -0.45608
H -3.07524 -4.40741 -1.78756
H -4.80872 -4.23200 -2.11861
N 1.46009 1.07826 6.42028
C 1.31198 0.70711 7.73271
C 1.38132 1.41162 8.93253
C 1.19570 0.67914 10.08085
C 0.94081 -0.70391 10.03972
C 0.86828 -1.39112 8.84935
C 1.06314 -0.67203 7.66865
N 1.07047 -1.10001 6.36301
C 1.31640 -0.04467 5.64900
C 1.45502 -0.07915 4.19777
C 1.74910 1.04289 3.43268
C 1.89317 0.92079 2.06583
N 1.78347 -0.24383 1.43264
C 1.46353 -1.31886 2.15390
C 1.29691 -1.28156 3.51989
H 1.67031 2.00237 6.08773
H 1.57496 2.47635 8.97457
H 1.25057 1.18245 11.03811
H 0.80241 -1.23799 10.97109
H 0.67497 -2.45613 8.81013
H 1.87331 2.01692 3.88777
H 2.11529 1.78095 1.45132
H 1.35760 -2.24217 1.60272
H 1.05711 -2.17107 4.08590
Cl 3.09116 3.01250 -0.91246
C 4.07939 1.59194 -0.79073
C 3.46902 0.34735 -0.84740
C 4.28417 -0.78002 -0.72502
Cl 3.46994 -2.31246 -0.70329
C 5.65864 -0.69529 -0.56460
Cl 6.60514 -2.11360 -0.39730
C 6.24803 0.56969 -0.52288
Cl 7.94539 0.71072 -0.32626
C 5.45862 1.71244 -0.63034
Cl 6.18105 3.26745 -0.55743
C 3.52135 -1.01533 -4.44847
Ge 2.11649 0.33025 -4.33747
C 2.69332 2.06907 -5.02584
C 0.50246 -0.17968 -5.34450
C 1.50937 0.62371 -2.50079
H 3.61230 -1.36398 -5.47720
H 3.30577 -1.86748 -3.80127
H 4.47288 -0.57722 -4.14453
H 2.76069 2.02436 -6.11358
H 3.67016 2.34724 -4.62841
H 1.97486 2.84366 -4.75412
H 0.79737 -0.55467 -6.32516
H -0.12827 0.70085 -5.48657
H -0.07931 -0.94367 -4.83405
H 1.15053 1.65248 -2.35432
*
```

No. 2
# C35H49F12N3O6PS2

A 3-piece molecular cluster, C35H49F12N3O6PS2 overall in a non-equilibrium geometry (the ωB97M-V functional and the def2-TZVPD basis, OMol25).

Computed properties:
Total energy ... -4314.0379 Ha
LUMO level ... -0.56 eV

```
! RIJCOSX wB97M-V def2-TZVPD def2/J DEFGRID3
* xyz -1 1
C 0.99826 -1.18954 3.03162
C 0.61185 0.36109 3.50832
C 1.20719 1.52243 2.51876
C 0.09848 2.40864 1.71369
P -0.76563 1.56135 0.24411
C -1.96562 0.47211 1.28045
O -2.63254 1.17533 2.38344
C -3.94949 1.70549 2.01508
C -5.08952 1.18618 3.10956
C -6.54137 1.69450 2.54264
S -0.02376 2.99527 -1.17283
O -0.53721 2.79684 -2.63024
O -0.60388 4.39509 -0.72743
C 1.83356 3.12933 -1.25913
F 2.38074 2.82690 -2.63417
F 2.59025 2.37625 -0.23876
F 2.16438 4.58629 -1.03160
O 0.45067 0.30202 -0.04963
C 0.32229 -0.24642 -1.40675
C 1.16396 -1.63557 -1.65048
C 2.60493 -1.40226 -2.39586
C 3.91121 -1.46395 -1.35227
F 3.72362 -2.77930 -0.62783
F 3.83942 -0.43418 -0.27723
C 5.35157 -1.58868 -2.10665
F 5.30690 -2.47548 -3.32662
F 6.28800 -2.30132 -1.15936
S 6.19035 -0.00543 -2.59781
F 7.71992 -0.85423 -2.58168
F 6.06198 -0.50032 -4.26940
F 4.74867 0.90198 -2.71949
F 6.52833 0.48622 -0.99348
F 7.04458 1.38083 -3.14366
C -1.29813 -0.21638 -1.82121
N -1.15319 -0.11917 -3.35566
C -2.04322 -1.65073 -1.56806
C -3.66783 -1.65151 -1.74315
C -4.29114 -0.42529 -2.62874
O -4.42434 -1.73562 -0.46210
C -4.67139 -3.14096 -0.09780
C -4.64266 -3.18177 1.57386
C -5.85147 -2.53867 2.51664
C -5.80738 -2.63114 4.17607
C -4.55623 -3.35992 5.00885
C -3.34814 -3.97833 4.06481
C -3.39156 -3.88237 2.40977
O -1.77192 0.99751 -1.10220
H 0.27766 -1.89681 3.66305
H 0.75779 -1.40278 1.90675
H 2.12723 -1.45981 3.25099
H 1.15247 0.48635 4.56575
H -0.53425 0.42885 3.73188
H 1.78101 2.29203 3.23084
H 2.04408 1.03003 1.86589
H -0.64216 2.85357 2.53632
H 0.67806 3.36440 1.29345
H -1.79387 2.58587 0.47606
H -1.31447 -0.45393 1.65777
H -2.76946 0.00720 0.55355
H -4.26422 1.55355 0.89999
H -3.89067 2.88662 2.17875
H -4.91714 1.75464 4.14482
H -5.02023 0.04317 3.35203
H -6.50187 1.67406 1.37220
H -6.66063 2.83210 2.87920
H -7.45626 1.04013 2.91371
H 0.75735 0.44185 -2.28012
H 0.56188 -2.40782 -2.33345
H 1.24032 -2.16633 -0.59229
H 2.76023 -2.33718 -3.11915
H 2.61174 -0.45509 -3.08215
H -1.68114 -0.94405 -3.75188
H -1.69474 0.71510 -3.70283
H -1.61301 -2.51610 -2.23284
H -1.82600 -1.97532 -0.43977
H -3.94222 -2.65690 -2.32585
H -4.11238 0.64854 -2.20100
H -5.47484 -0.56246 -2.67922
H -3.90068 -0.53128 -3.75156
H -3.83942 -3.87981 -0.49955
H -5.76551 -3.47061 -0.43808
H -6.80055 -2.02654 2.03987
H -6.68300 -2.19559 4.85514
H -4.56830 -3.43728 6.19431
H -2.44941 -4.49288 4.64956
H -2.50912 -4.31844 1.77117
N 4.23927 -2.33517 4.12135
C 4.91530 -3.20682 4.90145
C 6.29101 -3.18679 5.06623
C 7.02113 -2.21688 4.38749
C 6.35353 -1.30622 3.57500
C 4.97489 -1.40385 3.47640
H 4.30172 -3.94650 5.40746
H 6.78132 -3.91014 5.70781
H 8.10132 -2.17073 4.49090
H 6.89373 -0.53875 3.03237
H 4.40788 -0.71391 2.85769
N 0.30175 4.34739 -7.64984
C 1.50837 4.94823 -7.55820
C 2.18499 5.14008 -6.36424
C 1.58814 4.69277 -5.19028
C 0.34488 4.07180 -5.25202
C -0.25191 3.92209 -6.49353
H 1.93119 5.28263 -8.50110
H 3.15356 5.62683 -6.34998
H 2.08764 4.82667 -4.23517
H -0.14693 3.71257 -4.35517
H -1.22057 3.44061 -6.59437
*
```

No. 3
# C35H49F4N4O4S

C35H49F4N4O4S as an isolated structure in a non-equilibrium geometry (the ωB97M-V functional and the def2-TZVPD basis, OMol25).

Computed properties:
Relative energy (zero: lowest compared OMol25 entry of this formula, charge and spin) ... 0.0 kcal per mole
Total energy ... -2680.4388 Ha
LUMO level ... -2.43 eV

```
! RIJCOSX wB97M-V def2-TZVPD def2/J DEFGRID3
* xyz 1 1
C 2.93322 1.38595 4.89401
C 1.86364 2.06785 4.49875
C 1.57867 2.15830 3.04203
O 2.27565 2.68232 2.24327
O 0.39446 1.58601 2.66949
C 0.34997 0.16027 2.93019
C -0.54662 -0.46727 1.87272
C -0.54154 -1.99426 1.94749
C 0.55831 -2.66120 1.11608
C 0.58521 -2.14004 -0.33036
C 0.97039 -3.16567 -1.40946
C 2.41082 -3.07046 -1.85883
C 2.82623 -2.52566 -3.04981
C 1.76482 -1.93653 -3.96270
C 1.16930 -0.67354 -3.34694
C 1.93475 0.18240 -2.55216
C 1.38149 1.30764 -1.95433
C 0.03311 1.61119 -2.12744
C -0.72917 0.77751 -2.93488
C -0.16920 -0.34824 -3.52893
C 4.21636 -2.49818 -3.44878
C 4.62406 -1.94627 -4.81128
C 4.17428 -0.51297 -5.16021
C 5.25540 0.27047 -5.85755
N 4.81855 1.36351 -6.59961
O 6.42990 -0.00058 -5.79237
C 5.19403 -2.99380 -2.60647
C 6.67787 -2.95432 -2.94624
F 7.39731 -3.61915 -2.02425
F 6.95181 -3.54490 -4.13439
C 7.22897 -1.50038 -2.93211
F 6.71311 -0.86147 -1.84289
F 8.56126 -1.54707 -2.76370
C 4.76671 -3.52719 -1.35303
N 5.54558 -4.02868 -0.38071
S 4.63116 -4.51223 0.81012
N 3.16828 -4.12742 0.22691
C 3.39668 -3.59093 -0.96724
H 3.72034 1.19980 4.17725
H 2.99461 1.01377 5.90407
H 1.16537 2.55137 5.16765
H -0.10731 -0.03419 3.90042
H 1.35049 -0.26217 2.89415
H -0.20912 -0.07553 0.91400
H -1.56360 -0.11054 2.03594
H -0.42310 -2.29949 2.99067
H -1.51531 -2.37081 1.63633
H 0.32525 -3.72403 1.07453
H 1.52128 -2.56113 1.60793
H 1.25188 -1.28091 -0.37084
H -0.41374 -1.75759 -0.54253
H 0.83481 -4.18259 -1.03880
H 0.28760 -3.06689 -2.24223
H 0.95007 -2.64235 -4.08748
H 2.15469 -1.74022 -4.95066
H 2.98210 -0.00289 -2.36059
H 1.97038 1.95014 -1.31593
H -0.37661 2.47827 -1.63137
H -1.77769 1.00595 -3.07306
H -0.81444 -0.97115 -4.13670
H 4.20210 -2.61943 -5.55947
H 5.68729 -1.98228 -4.96778
H 3.80939 0.06578 -4.31714
H 3.34177 -0.56359 -5.85811
H 5.59223 2.01892 -6.65532
H 4.05430 1.85043 -6.14071
H 6.96758 -0.92397 -3.81523
C -6.47737 1.16853 0.77695
C -6.43717 2.36586 1.70335
N -6.60903 2.04835 3.17396
C -7.95851 1.41305 3.35704
C -6.67275 3.33747 3.96802
C -5.42949 4.21177 3.99229
C -5.60661 1.05083 3.72466
C -4.12360 1.32136 3.54505
O -3.78295 1.38269 2.18190
C -2.64696 2.20273 1.88806
H -7.44892 0.67553 0.77611
H -6.29794 1.51719 -0.23895
H -5.71068 0.43337 1.00660
H -7.25042 3.05064 1.45609
H -5.50769 2.90966 1.58744
H -8.71070 2.07162 2.93167
H -8.13187 1.27814 4.42147
H -7.97223 0.44789 2.86369
H -6.94874 3.05852 4.98391
H -7.50001 3.89721 3.53383
H -4.72088 3.88714 4.74970
H -5.72761 5.22058 4.27623
H -4.92266 4.28326 3.03239
H -5.84973 0.10231 3.25007
H -5.83120 0.96719 4.78816
H -3.59690 0.47456 4.00409
H -3.80354 2.21414 4.07926
H -2.04794 2.41603 2.77178
H -3.00161 3.13850 1.44231
H -2.03176 1.68621 1.15949
*
```